# 1
A cluster of 13 separate species, C6H29O16 in total at a distorted geometry, computed with the ωB97M-V functional and the def2-TZVPD basis.

Element x y z (Å)
C -14.25 11.68 -14.19
C -15.31 10.91 -14.91
O -15.55 9.70 -14.69
O -16.04 11.64 -15.66
H -13.43 11.88 -14.87
H -13.87 11.28 -13.25
H -14.69 12.67 -14.02
C -12.14 12.15 -21.15
C -11.22 13.03 -21.94
O -11.44 14.23 -21.87
O -10.27 12.51 -22.51
H -13.00 12.65 -20.70
H -11.60 11.70 -20.31
H -12.47 11.38 -21.85
C -10.93 17.27 -11.73
C -9.94 18.39 -11.71
O -10.07 19.44 -12.35
O -8.86 18.22 -11.07
H -12.00 17.47 -11.72
H -10.80 16.69 -10.81
H -10.66 16.56 -12.52
O -18.17 16.24 -15.93
H -17.81 15.36 -15.88
H -18.49 16.42 -15.04
O -13.81 4.37 -14.31
H -13.77 5.20 -14.79
H -14.61 3.95 -14.61
O -17.64 13.23 -10.12
H -16.98 12.99 -9.47
H -17.52 12.60 -10.83
O -10.76 8.76 -8.41
H -10.70 8.87 -7.46
H -10.38 9.56 -8.77
O -8.12 8.96 -14.43
H -7.20 8.93 -14.17
H -8.38 9.87 -14.29
O -16.23 7.96 -19.89
H -16.32 7.61 -19.01
H -16.00 8.88 -19.76
O -19.90 6.68 -12.20
H -19.54 6.28 -11.41
H -19.19 7.23 -12.53
O -15.59 7.90 -9.73
H -15.42 8.07 -10.66
H -14.81 8.25 -9.28
O -18.32 13.53 -21.26
H -19.25 13.32 -21.17
H -18.00 13.56 -20.35
O -21.18 10.21 -16.34
H -21.10 9.44 -16.91
H -20.35 10.68 -16.46

## Properties
Orbital gap, eV: 5.1267
Net charge: -3
E_HOMO, eV: -0.66

Atomic partial charges in e from the natural (NBO) method, atoms 1 to 5: -0.7308 0.7416 -0.8044 -0.8211 0.2175

---

# 2
The molecule C6H2F2IN at a distorted geometry, computed with the ωB97M-V functional and the def2-TZVPD basis.

Element x y z (Å)
C 0.42 -0.31 -1.09
C -0.72 0.10 -0.30
C -2.11 -0.57 -0.27
C -0.27 0.25 1.06
C 1.03 -0.10 1.11
C 1.46 -0.44 -0.22
N -1.99 0.62 -0.71
F -1.08 0.66 2.05
F 1.84 -0.15 2.17
I 3.40 -1.06 -0.68
H 0.42 -0.49 -2.14
H -2.40 1.49 -1.00

## Properties
Orbital gap, eV: 8.9750
E_HOMO, eV: -8.77

Atomic partial charges in e from the natural (NBO) method, atoms 1 to 5: -0.2478 -0.1202 0.2504 0.3157 0.2550

---

# 3
A structure of composition C6H2InO4 at a distorted geometry, computed with the ωB97M-V functional and the def2-TZVPD basis.

Element x y z (Å)
In 1.45 1.72 -2.30
C 1.18 -0.70 0.72
C 1.13 0.11 -0.51
C -0.31 0.72 -1.01
O -0.24 1.53 -1.92
C -1.41 0.37 -0.24
C -1.36 -0.45 0.87
C 0.02 -0.89 1.38
O 0.19 -1.67 2.40
O -2.50 -0.72 1.48
O 2.09 0.53 -1.15
H 2.09 -1.18 1.04
H -2.32 0.61 -0.76

## Properties
Orbital gap, eV: 3.5813
Net charge: +1
E_HOMO, eV: -12.91

Atomic partial charges in e from the Löwdin method, atoms 1 to 5: 1.3891 0.1195 -0.2293 -0.3062 -0.0856

---

# 4
A structure of composition C6H30AsF6O9 at a distorted geometry, computed with the ωB97M-V functional and the def2-TZVPD basis.

Element x y z (Å)
As 1.41 0.59 1.25
F 2.45 1.76 1.94
F 0.06 1.16 2.18
F 0.32 -0.61 0.60
F 2.68 0.03 0.24
F 1.89 -0.54 2.44
F 0.85 1.67 0.04
O 2.03 4.86 1.92
H 2.49 4.12 1.49
H 1.08 4.65 1.90
O -0.76 4.57 2.33
H -1.22 5.39 2.56
H -1.18 3.89 2.89
O 4.62 2.24 0.26
H 4.43 1.68 -0.50
H 4.30 1.72 1.02
O 1.54 4.14 -1.20
H 1.85 4.83 -0.60
H 1.29 3.41 -0.61
O -1.86 4.01 -0.23
H -1.39 4.21 0.60
H -1.29 4.37 -0.92
O -2.50 2.63 3.92
H -1.90 1.92 3.64
H -3.07 2.22 4.58
O -2.59 0.63 0.71
H -1.74 0.46 0.30
H -2.49 1.49 1.14
C -2.35 -2.77 -3.91
C -2.25 -1.72 -2.80
C -0.86 -1.10 -2.78
O -3.24 -0.73 -3.01
H -3.10 -3.52 -3.64
H -1.39 -3.28 -3.99
H -2.63 -2.33 -4.86
H -2.38 -2.21 -1.83
H -0.85 -0.39 -1.96
H -0.58 -0.74 -3.77
H -0.17 -1.92 -2.54
H -2.85 0.14 -3.09
C 1.30 -4.62 1.58
C 0.97 -3.84 0.35
C 0.94 -4.70 -0.90
O -0.35 -3.27 0.56
H 2.28 -5.10 1.54
H 0.52 -5.35 1.81
H 1.36 -3.90 2.40
H 1.70 -3.04 0.25
H 0.31 -4.28 -1.69
H 0.65 -5.74 -0.70
H 1.92 -4.78 -1.39
H -0.26 -2.31 0.45

## Properties
Orbital gap, eV: 9.9863
Net charge: -1
E_HOMO, eV: -7.49

Atomic partial charges in e from the natural (NBO) method, atoms 1 to 5: 2.8573 -0.6333 -0.6499 -0.6589 -0.6315

---

# 5
A cluster of 8 separate species, C6H30N2O7 in total at a distorted geometry, computed with the ωB97M-V functional and the def2-TZVPD basis.

Element x y z (Å)
C -0.30 -0.05 -1.59
N 0.97 0.58 -1.24
C 2.04 0.44 -2.24
C 3.23 1.30 -1.80
C -1.38 0.35 -0.60
N -2.69 0.09 -1.24
C -2.41 -0.16 1.74
C -1.27 -0.40 0.74
H -0.12 -1.12 -1.59
H -0.66 0.19 -2.60
H 0.85 1.58 -1.11
H 2.33 -0.60 -2.40
H 1.69 0.77 -3.22
H 3.76 0.93 -0.93
H 3.92 1.66 -2.56
H 2.76 2.26 -1.53
H -1.30 1.42 -0.38
H -2.59 -0.76 -1.81
H -3.32 -0.33 -0.55
H -3.06 -1.03 1.87
H -2.03 0.12 2.72
H -3.15 0.63 1.51
H -1.31 -1.47 0.48
H -0.33 -0.10 1.21
H -1.74 -3.90 1.21
H -1.63 -3.25 2.52
O -2.16 -3.91 2.09
H 3.09 -1.93 0.96
H 2.23 -1.27 -0.25
O 2.19 -1.79 0.60
H 2.56 -0.20 1.87
H 2.70 1.00 0.88
O 3.05 0.62 1.69
H 0.26 3.71 -1.96
H -0.55 4.30 -0.59
O 0.21 4.10 -1.08
H 0.98 -3.14 0.46
H 0.39 -4.53 0.50
O 0.12 -3.60 0.47
H 1.10 -0.65 4.00
H -0.06 -1.27 3.29
O 0.24 -1.02 4.17
H -3.34 3.52 -0.61
H -2.50 3.06 -1.78
O -2.79 3.86 -1.31

## Properties
Orbital gap (spin up / spin down), eV: 2.3091 / 9.2497
⟨S²⟩: 0.751
Net charge: -1
E_HOMO (spin up / spin down), eV: 0.25 / -6.75
2S+1: 2

Atomic partial charges in e from the natural (NBO) method, atoms 1 to 5: -0.2469 -0.6420 -0.2832 -0.6655 -0.0357

---

# 6
A cluster of 8 separate species, C6H30N2O7 in total at a distorted geometry, computed with the ωB97M-V functional and the def2-TZVPD basis.

Element x y z (Å)
C -1.71 2.64 0.46
C -0.67 1.66 1.02
N -0.90 0.30 0.51
C 0.16 -0.59 1.09
C 0.04 -1.97 0.40
C 0.26 -1.85 -1.15
C 1.69 -1.74 -1.75
N 2.79 -1.59 -0.80
H -1.36 3.39 -0.25
H -2.10 3.22 1.30
H -2.61 2.14 0.10
H 0.34 2.06 0.85
H -0.71 1.65 2.11
H -0.85 0.37 -0.49
H 1.15 -0.22 0.83
H -0.24 -0.64 2.10
H -0.98 -2.35 0.48
H 0.85 -2.62 0.72
H -0.43 -1.14 -1.62
H -0.18 -2.78 -1.53
H 1.77 -2.64 -2.37
H 1.66 -0.99 -2.56
H 3.52 -2.26 -1.00
H 2.46 -1.83 0.12
O -3.84 -0.27 -0.64
H -3.78 -0.42 0.31
H -4.34 0.55 -0.63
O 2.19 -1.81 3.15
H 1.34 -1.37 3.22
H 2.87 -1.14 3.00
O -2.09 0.88 -2.58
H -2.52 0.10 -2.19
H -1.89 1.44 -1.83
O 0.57 0.62 -3.40
H 0.43 0.92 -4.30
H -0.33 0.69 -3.01
O 2.23 1.42 -0.76
H 2.98 0.78 -0.73
H 1.92 1.10 -1.62
O -3.21 -0.01 2.36
H -2.48 0.25 1.77
H -3.27 0.56 3.12
O 3.33 0.88 2.17
H 2.79 0.95 1.38
H 3.14 1.71 2.62

## Properties
Orbital gap, eV: 9.7271
SMILES string: CCNCCCCN.O.O.O.O.O.O.O
E_HOMO, eV: -9.30

Atomic partial charges in e from the natural (NBO) method, atoms 1 to 5: -0.6566 -0.2402 -0.6629 -0.2474 -0.4136